Record 1
Density functional theory data (ωB97M-V with the def2-TZVPD basis set) for a cluster of 12 separate species, C47H96F21N5O21S4 in total.

Summary:
**Largest force on an atom**: 2.95 eV/A
**Spin multiplicity**: 1
**Electronic energy**: -7392.17837 hartree
**E_HOMO**: -4.178 eV
**Net charge**: -2
**Frontier orbital gap**: 6.824 eV

Geometry (Å):
C1 9.948 -10.813 30.886
N1 8.951 -11.955 31.051
C2 9.670 -13.139 31.520
C3 7.975 -11.624 32.201
C4 8.293 -12.186 29.682
C5 7.591 -13.443 29.476
O1 6.717 -13.700 30.497
H1 9.441 -10.034 30.330
H2 10.767 -11.263 30.298
H3 10.185 -10.435 31.878
H4 10.287 -13.525 30.767
H5 8.947 -13.866 31.846
H6 10.240 -12.955 32.427
H7 8.519 -11.068 32.960
H8 7.615 -12.625 32.469
H9 7.246 -10.981 31.764
H10 9.083 -12.050 28.947
H11 7.646 -11.301 29.606
H12 8.368 -14.253 29.278
H13 7.037 -13.456 28.522
H14 5.989 -14.320 30.274
C6 6.090 -17.328 25.102
N2 6.852 -16.060 24.887
C7 8.247 -16.227 25.189
C8 6.710 -15.766 23.383
C9 6.293 -14.989 25.720
C10 5.805 -15.388 27.120
O2 6.782 -16.079 27.896
H15 6.522 -18.093 24.469
H16 5.047 -17.145 24.788
H17 6.118 -17.570 26.132
H18 8.662 -16.911 24.472
H19 8.339 -16.650 26.182
H20 8.719 -15.248 25.133
H21 7.434 -14.989 23.182
H22 5.681 -15.478 23.120
H23 6.978 -16.689 22.843
H24 5.383 -14.561 25.296
H25 7.058 -14.212 25.809
H26 4.810 -15.880 27.063
H27 5.589 -14.421 27.576
H28 6.336 -16.238 28.737
C11 5.027 -5.784 27.951
N3 5.351 -6.035 26.488
C12 4.239 -5.547 25.669
C13 6.608 -5.284 26.169
C14 5.607 -7.517 26.288
C15 5.976 -7.970 24.900
O3 7.331 -7.773 24.600
H29 4.980 -4.680 28.025
H30 5.762 -6.221 28.611
H31 4.051 -6.153 28.190
H32 3.293 -6.105 25.848
H33 4.404 -5.697 24.614
H34 4.090 -4.493 25.827
H35 7.257 -5.371 27.026
H36 6.314 -4.257 26.081
H37 7.061 -5.663 25.263
H38 4.689 -7.995 26.615
H39 6.353 -7.776 27.036
H40 5.296 -7.572 24.167
H41 5.729 -9.045 24.974
H42 7.663 -8.587 24.136
C16 -1.895 -12.353 35.052
C17 -2.934 -12.722 34.048
C18 -3.518 -14.123 34.260
N4 -4.808 -14.528 33.562
C19 -4.685 -14.213 32.162
C20 -5.229 -16.035 33.779
C21 -5.738 -15.935 35.225
C22 -6.323 -14.513 35.388
C23 -5.971 -13.779 34.110
H43 -1.489 -13.277 35.486
H44 -2.216 -11.729 35.894
H45 -1.013 -11.877 34.605
H46 -2.595 -12.782 33.026
H47 -3.753 -12.032 33.984
H48 -3.647 -14.267 35.338
H49 -2.743 -14.840 34.020
H50 -5.649 -14.020 31.693
H51 -4.078 -14.926 31.603
H52 -4.176 -13.278 32.020
H53 -6.130 -16.225 33.139
H54 -4.315 -16.631 33.540
H55 -6.504 -16.711 35.364
H56 -4.917 -16.030 35.927
H57 -7.373 -14.421 35.665
H58 -5.807 -14.037 36.246
H59 -6.783 -13.825 33.367
H60 -5.603 -12.757 34.178
C24 0.777 -11.988 32.338
C25 0.996 -12.203 30.863
C26 2.451 -12.416 30.495
N5 2.679 -12.368 29.002
C27 2.081 -13.555 28.351
C28 4.161 -12.297 28.765
C29 4.201 -11.824 27.304
C30 2.943 -11.005 27.112
C31 2.168 -11.106 28.402
H61 1.033 -12.826 33.000
H62 -0.297 -11.784 32.284
H63 1.272 -11.148 32.842
H64 0.534 -11.425 30.282
H65 0.497 -13.112 30.481
H66 2.790 -13.360 30.942
H67 3.088 -11.625 30.910
H68 1.013 -13.379 28.471
H69 2.332 -14.509 28.847
H70 2.290 -13.645 27.280
H71 4.602 -13.268 28.921
H72 4.701 -11.614 29.449
H73 4.275 -12.713 26.655
H74 5.084 -11.198 27.156
H75 2.284 -11.418 26.288
H76 3.208 -9.974 26.823
H77 1.109 -11.101 28.254
H78 2.421 -10.274 29.103
C32 8.950 -10.759 23.325
O4 9.190 -11.758 22.271
O5 8.256 -9.686 22.995
C33 8.063 -11.428 24.425
F1 8.542 -12.659 24.840
F2 8.088 -10.650 25.562
F3 6.809 -11.582 24.100
C34 9.667 -11.204 21.063
C35 10.177 -12.269 20.179
H79 10.725 -13.025 20.730
H80 9.419 -12.735 19.559
H81 10.876 -11.759 19.507
H82 10.505 -10.547 21.327
H83 8.965 -10.540 20.566
H84 9.965 -10.481 23.704
C36 -1.563 -17.317 34.959
O6 -1.313 -16.586 36.196
O7 -2.755 -17.173 34.374
C37 -0.492 -16.822 34.007
F4 -0.542 -15.433 34.056
F5 0.800 -17.087 34.339
F6 -0.630 -17.162 32.729
C38 -2.327 -16.687 37.177
C39 -2.702 -15.389 37.823
H85 -3.166 -14.792 37.049
H86 -3.370 -15.701 38.663
H87 -1.856 -14.810 38.183
H88 -1.984 -17.437 37.930
H89 -3.224 -17.107 36.686
H90 -1.354 -18.358 35.251
C40 4.244 -16.395 30.617
O8 4.380 -16.170 31.971
O9 5.032 -15.631 29.866
C41 4.675 -17.834 30.275
F7 4.369 -18.226 29.072
F8 6.011 -17.997 30.416
F9 4.031 -18.738 31.124
C42 3.214 -16.148 32.784
C43 3.271 -15.096 33.930
H91 4.277 -15.064 34.357
H92 3.056 -14.193 33.362
H93 2.540 -15.143 34.723
H94 3.081 -17.150 33.200
H95 2.311 -16.115 32.148
H96 3.087 -16.377 30.320
C44 5.159 -8.668 31.994
F10 4.245 -7.696 32.175
F11 5.862 -8.814 33.138
F12 4.484 -9.833 31.922
S1 6.129 -8.312 30.501
O10 5.273 -8.608 29.393
O11 6.481 -6.947 30.692
O12 7.254 -9.206 30.542
C45 1.541 -8.324 24.863
F13 2.737 -8.825 24.487
F14 0.711 -9.374 24.990
F15 1.725 -7.892 26.190
S2 0.932 -6.941 23.787
O13 1.025 -7.574 22.523
O14 -0.385 -6.699 24.287
O15 1.848 -5.884 24.019
C46 -3.844 -11.708 28.957
F16 -3.750 -10.448 29.460
F17 -4.981 -12.235 29.545
F18 -4.162 -11.590 27.668
S3 -2.263 -12.686 29.352
O16 -2.654 -14.018 29.149
O17 -1.262 -12.180 28.457
O18 -2.103 -12.280 30.719
C47 1.840 -15.942 25.263
F19 0.545 -15.686 25.648
F20 2.564 -15.975 26.365
F21 1.851 -17.170 24.693
S4 2.533 -14.653 24.113
O19 3.746 -15.297 23.624
O20 1.592 -14.435 23.050
O21 2.834 -13.537 24.976

---

Record 2
Density functional theory data (ωB97M-V with the def2-TZVPD basis set) for a cluster of 14 separate species, C48H109N14O14 in total.

Summary:
**Largest force on an atom**: 3.86 eV/A
**Spin multiplicity**: 1
**Electronic energy**: -3714.38139 hartree
**E_HOMO**: -4.725 eV
**Net charge**: -1
**Frontier orbital gap**: 5.805 eV

Geometry (Å):
C1 -0.579 -2.757 1.734
C2 -0.521 -1.265 1.263
C3 -0.331 -0.435 2.581
C4 -0.240 1.051 2.345
C5 0.836 1.287 1.301
C6 0.803 0.536 -0.027
N1 0.606 -0.895 0.353
O1 0.744 -1.867 -0.695
C7 2.211 0.629 -0.639
C8 -0.238 1.154 -0.987
C9 -1.924 -0.893 0.752
H1 -0.818 -3.401 0.891
H2 -1.264 -2.795 2.582
H3 0.424 -3.020 2.079
H4 0.569 -0.775 3.105
H5 -1.068 -0.647 3.365
H6 -0.030 1.547 3.301
H7 -1.178 1.578 2.148
H8 1.840 1.224 1.726
H9 0.723 2.346 1.029
H10 2.473 1.667 -0.876
H11 2.258 0.126 -1.605
H12 2.994 0.283 0.036
H13 -0.951 1.820 -0.499
H14 -0.672 0.499 -1.736
H15 0.396 1.849 -1.549
H16 -2.778 -1.095 1.400
H17 -2.016 -1.294 -0.259
H18 -1.936 0.188 0.602
C10 1.877 -3.442 1.100
C11 3.073 -3.390 0.206
O2 4.086 -4.041 0.462
N2 2.977 -2.626 -0.894
C12 3.968 -2.426 -1.945
H19 1.769 -4.451 1.499
H20 0.936 -3.182 0.611
H21 2.042 -2.808 1.974
H22 2.051 -2.213 -0.999
H23 4.463 -3.352 -2.234
H24 4.734 -1.748 -1.562
H25 3.478 -1.926 -2.777
C13 0.423 4.024 3.078
C14 0.464 5.543 3.234
O3 0.112 6.272 2.308
N3 0.829 5.999 4.438
C15 0.730 7.357 4.915
H26 0.240 3.536 4.035
H27 1.412 3.721 2.729
H28 -0.347 3.798 2.345
H29 0.998 5.291 5.134
H30 1.725 7.685 5.225
H31 0.022 7.493 5.730
H32 0.503 8.059 4.114
C16 0.241 -5.821 3.233
C17 1.377 -5.427 4.181
O4 2.507 -5.841 3.977
N4 1.109 -4.759 5.321
C18 -0.079 -4.008 5.631
H33 0.544 -5.893 2.194
H34 -0.506 -5.036 3.343
H35 -0.104 -6.787 3.600
H36 1.880 -4.572 5.941
H37 -0.969 -4.640 5.670
H38 -0.270 -3.223 4.891
H39 -0.036 -3.407 6.538
C19 1.477 -3.893 -3.657
C20 0.901 -5.066 -2.900
O5 0.961 -6.201 -3.359
N5 0.405 -4.792 -1.695
C21 -0.035 -5.728 -0.687
H40 0.721 -3.347 -4.223
H41 2.215 -4.238 -4.380
H42 2.008 -3.150 -3.058
H43 0.487 -3.815 -1.415
H44 0.802 -5.890 -0.006
H45 -0.294 -6.668 -1.172
H46 -0.895 -5.363 -0.127
C22 5.852 -1.463 -4.956
C23 5.194 -0.125 -4.669
O6 4.664 0.530 -5.549
N6 5.255 0.301 -3.389
C24 4.683 1.526 -2.829
H47 5.241 -2.075 -5.613
H48 5.994 -1.999 -4.015
H49 6.869 -1.314 -5.318
H50 5.844 -0.193 -2.740
H51 5.365 2.147 -2.243
H52 3.949 1.222 -2.082
H53 4.350 2.256 -3.562
C25 -3.506 -6.725 -2.204
C26 -4.006 -6.381 -0.809
O7 -4.570 -7.225 -0.120
N7 -3.938 -5.101 -0.420
C27 -3.455 -3.945 -1.183
H54 -4.451 -6.795 -2.746
H55 -2.972 -7.672 -2.184
H56 -2.922 -5.961 -2.714
H57 -4.429 -4.890 0.438
H58 -3.762 -3.087 -0.585
H59 -3.973 -3.900 -2.140
H60 -2.372 -3.862 -1.287
C28 -7.462 2.333 3.631
C29 -6.231 1.575 3.235
O8 -6.234 0.877 2.237
N8 -5.166 1.764 4.040
C30 -3.822 1.294 3.744
H61 -7.292 3.170 4.312
H62 -8.171 1.716 4.188
H63 -8.037 2.737 2.800
H64 -5.273 2.396 4.814
H65 -3.581 1.159 2.690
H66 -3.752 0.322 4.238
H67 -3.025 1.918 4.149
C31 -2.319 4.677 -0.403
C32 -2.445 6.159 -0.637
O9 -3.267 6.582 -1.437
N9 -1.585 6.911 0.065
C33 -1.683 8.352 0.064
H68 -2.590 4.440 0.627
H69 -1.288 4.359 -0.577
H70 -2.927 4.117 -1.109
H71 -0.945 6.444 0.692
H72 -1.196 8.886 -0.750
H73 -1.259 8.716 1.002
H74 -2.740 8.592 0.182
C34 -0.112 3.284 -4.169
C35 -0.966 3.629 -5.405
O10 -1.105 4.786 -5.779
N10 -1.615 2.593 -5.953
C36 -2.610 2.681 -6.981
H75 0.849 2.949 -4.567
H76 -0.579 2.470 -3.619
H77 0.044 4.196 -3.599
H78 -1.330 1.679 -5.627
H79 -3.530 3.099 -6.563
H80 -2.955 1.736 -7.400
H81 -2.343 3.286 -7.848
C37 5.022 0.559 0.855
C38 5.381 0.283 2.295
O11 6.523 0.008 2.635
N11 4.417 0.395 3.246
C39 3.011 0.611 3.045
H82 4.835 -0.401 0.373
H83 5.902 1.020 0.407
H84 4.218 1.281 0.716
H85 4.747 0.360 4.197
H86 2.786 1.674 2.884
H87 2.377 0.501 3.926
H88 2.569 0.074 2.207
C40 1.842 4.935 -0.216
C41 2.961 4.866 -1.211
O12 3.938 4.163 -0.976
N12 2.861 5.616 -2.317
C42 3.793 5.692 -3.409
H89 2.307 5.232 0.722
H90 1.208 4.048 -0.182
H91 1.089 5.695 -0.441
H92 1.988 6.096 -2.469
H93 3.892 6.747 -3.674
H94 3.383 5.271 -4.331
H95 4.769 5.259 -3.214
C43 -5.376 -1.991 3.206
C44 -5.035 -3.364 2.729
O13 -5.542 -3.854 1.725
N13 -4.089 -3.979 3.483
C45 -3.497 -5.274 3.193
H96 -4.735 -1.255 2.725
H97 -5.465 -1.885 4.289
H98 -6.395 -1.724 2.923
H99 -3.581 -3.428 4.154
H100 -4.168 -5.862 2.563
H101 -3.325 -5.823 4.116
H102 -2.633 -5.157 2.537
C46 -1.673 -1.473 -3.486
C47 -0.599 -0.812 -4.366
O14 -0.871 -0.448 -5.516
N14 0.581 -0.658 -3.774
C48 1.750 -0.143 -4.494
H103 -1.743 -2.539 -3.702
H104 -2.593 -0.923 -3.669
H105 -1.370 -1.392 -2.440
H106 0.641 -1.214 -2.921
H107 1.526 0.366 -5.426
H108 2.323 -1.040 -4.742
H109 2.342 0.481 -3.827